8
Properties=species:S:1:pos:R:3:forces:R:3:lowdin_charge:R:1 method="wB97M-V/def2-TZVPD" molar_mass_g_mol=36.05 energy_ev=-3627.8251 total_charge=+1 relative_energy_ev=0.750
O 6.249118 1.917691 1.178324 1.024 0.103 0.490 -0.0993
N 0.000000 0.000000 0.000000 -0.012 -0.001 -0.002 0.3116
H 6.671411 1.379736 1.885800 -0.377 0.627 -0.768 0.0480
H 6.921517 2.598841 0.949912 -0.684 -0.746 0.275 0.0512
H -0.641632 0.785766 0.219815 0.374 -0.447 -0.124 0.1719
H -0.256561 -0.408843 -0.918948 0.153 0.235 0.527 0.1719
H 0.976282 0.350607 -0.037447 -0.530 -0.191 0.025 0.1728
H -0.078976 -0.727245 0.736422 0.053 0.420 -0.422 0.1719



120
Properties=species:S:1:pos:R:3:forces:R:3:lowdin_charge:R:1 method="wB97M-V/def2-TZVPD" molar_mass_g_mol=1903.30 smiles="CCCCCCCC[C@@]1(O)OC(=O)O[C@@]1(Cc1ccc(C)cc1)P(=O)(O)O.BrCCBr.BrCCBr.BrCCBr.BrCCBr.BrCCBr.BrCCBr.BrCCBr.BrCCBr" energy_ev=-1181590.2237 relative_energy_ev=0.000
Br 11.154484 1.147859 1.381077 -0.039 -0.027 -0.033 0.6113
Br 2.562311 -7.412618 -2.514222 -0.009 -0.059 -0.027 0.6179
Br 0.028523 -5.995807 -4.804644 -0.002 -0.042 0.053 0.6616
Br -3.677681 -2.653731 -7.282259 0.013 0.079 0.038 0.6316
Br 6.522682 5.989943 4.227089 0.008 -0.031 -0.051 0.6053
Br 2.328800 -1.455272 4.148191 0.054 -0.227 0.458 0.8083
Br -9.343430 -0.959611 -0.475744 -0.067 -0.109 -0.005 0.6615
Br 4.061588 4.288727 2.098221 -0.125 0.132 0.018 0.7375
Br -8.292992 -2.421174 2.750923 -0.166 -0.096 0.049 0.6820
Br -5.822045 1.850015 -6.569242 0.018 0.009 0.053 0.6112
Br 0.572388 6.256640 4.007512 0.050 0.029 -0.025 0.6399
Br 1.335123 7.785659 0.754307 -0.126 0.015 -0.082 0.6566
Br -3.392004 0.179988 -4.366271 -0.013 0.014 0.017 0.6594
Br 3.377531 -3.002026 7.335366 -0.004 0.051 -0.013 0.5994
Br -4.727375 -3.417213 -3.840410 -0.243 -0.196 -0.168 0.6616
Br 8.329823 2.431832 -0.574931 0.309 0.139 -0.057 0.7223
P 2.080720 -2.675142 -1.697969 0.113 0.251 -0.293 0.5052
O -0.326094 -2.964646 0.336344 -0.345 0.312 0.551 0.1266
O 3.638070 -2.461546 -1.398480 -0.180 -0.310 0.017 -0.0777
O 1.737212 -2.396767 -3.093231 -0.045 -0.026 0.126 -0.2365
O 1.720424 -2.228343 0.793743 -0.107 0.486 0.179 0.0275
O 1.743284 -4.175703 -1.261105 0.179 0.311 -0.051 -0.1107
O 0.633207 -3.477319 2.333365 0.041 -0.286 -0.195 0.1617
O -0.573732 -0.784957 0.772622 -0.046 0.058 -0.171 0.0703
C -3.959135 2.286820 -6.228227 -0.113 -0.007 -0.098 -0.7000
C -2.622538 -3.298352 -5.777198 0.036 -0.087 -0.177 -0.7003
C 6.299325 1.649388 2.563686 0.073 -0.456 -0.381 -0.0691
C -3.111109 1.052253 -6.081758 0.108 0.014 0.088 -0.6823
C -1.089974 -1.518480 -1.500498 -0.122 -0.820 -0.226 -0.0840
C 0.658949 -2.939160 1.279876 0.145 -0.246 -0.381 -0.5437
C 5.128603 1.246716 1.698507 0.167 0.004 0.300 -0.3317
C 4.163356 6.162996 2.598970 -0.018 -0.110 -0.135 -0.7169
C 10.228378 2.815077 -0.757848 -0.119 -0.012 -0.104 -0.6815
C -5.204290 0.384426 1.354845 -0.227 -0.013 0.429 -0.2357
C -3.394031 -4.293693 -4.953626 0.019 0.079 0.208 -0.6836
C -5.518884 1.537916 3.605218 -0.038 0.249 -0.259 -0.1109
C 11.065348 1.588504 -0.509758 0.096 0.005 0.128 -0.7039
C 1.769043 -0.130943 -0.655970 0.547 0.078 -0.208 -0.0666
C 2.887732 0.327329 1.583251 -0.186 0.158 -0.369 -0.0856
C -5.836881 -0.630547 0.403891 0.302 0.338 -0.388 -0.2290
C -4.886338 -1.399095 -0.551293 -0.054 0.070 0.086 -0.1908
C 5.588710 6.642613 2.648783 0.039 0.060 0.118 -0.6915
C -10.072819 -1.983777 2.096868 0.044 -0.133 0.077 -0.6767
C 5.155421 1.290240 0.312567 -0.400 -0.085 -0.432 -0.0735
C -2.553033 -1.965421 -1.335777 0.453 0.598 0.201 -0.1996
C 2.789882 -6.559152 -4.248680 0.022 0.005 0.089 -0.6794
C 1.846106 -5.403348 -4.435692 -0.035 0.032 -0.103 -0.6844
C 2.924558 0.346387 0.188611 0.309 -0.009 0.134 -0.2125
C -0.240717 -1.681352 -0.267929 0.533 0.492 -0.055 -0.4588
C 1.622294 -2.376313 6.774999 0.052 -0.091 0.058 -0.6976
C 0.311630 8.089495 3.415367 -0.061 -0.125 0.088 -0.6892
C 1.308157 -1.574015 -0.452373 -0.660 -0.562 0.336 -0.3041
C 1.358876 -2.661201 5.320763 -0.026 0.101 -0.100 -0.6739
C -10.227084 -2.292740 0.629839 -0.037 0.163 -0.047 -0.6856
C -0.130372 8.155243 1.977650 0.078 0.072 -0.065 -0.6850
C -3.403471 -1.036921 -0.464187 -0.122 -0.601 0.004 -0.2196
C 3.969427 0.778480 2.321650 -0.161 -0.088 -0.233 -0.0997
C 4.065297 0.842275 -0.429838 -0.164 -0.047 0.113 -0.0306
C -6.210590 0.825370 2.431581 0.731 -0.240 0.057 -0.2657
H 2.380804 -4.553172 -0.643770 -0.091 -0.228 0.011 0.0920
H -10.238395 -0.933703 2.314169 0.000 0.014 -0.014 0.0511
H 7.186010 1.834202 1.957434 -0.075 0.206 0.081 0.0217
H -3.630471 2.868656 -7.086221 0.021 -0.019 -0.009 0.0578
H 1.644913 -3.667214 5.033201 -0.019 -0.014 0.003 0.0518
H -1.087630 -0.050624 0.424801 -0.108 -0.017 0.006 0.1096
H -4.970480 -2.472419 -0.356064 -0.004 0.005 -0.034 0.1132
H -1.741614 -3.764334 -6.212030 -0.017 -0.053 0.018 0.0305
H -10.753598 -2.590192 2.689806 -0.021 -0.018 -0.041 0.0558
H 3.602912 6.703971 1.838870 0.098 -0.024 0.076 -0.0263
H 10.671314 0.713231 -1.015557 -0.007 0.009 -0.033 0.0489
H 0.909617 -2.907888 7.401264 -0.011 -0.017 -0.022 0.0563
H 3.818598 -6.207046 -4.268426 -0.006 0.031 -0.003 0.0604
H -5.282525 0.840476 4.408602 -0.027 0.025 0.031 0.0683
H -3.942272 2.907571 -5.338448 0.032 0.005 0.009 0.0474
H -5.229262 -1.251511 -1.578977 0.060 -0.061 -0.032 0.0854
H -2.730069 -4.803312 -4.259474 0.058 0.017 -0.021 0.0204
H -4.845273 1.264940 0.813124 0.104 -0.049 -0.019 0.1156
H 12.092540 1.760686 -0.822659 -0.003 0.028 -0.005 0.0569
H -6.539458 -0.073601 -0.218908 -0.136 -0.051 0.100 0.0667
H -6.135648 2.344398 4.003212 -0.018 -0.096 0.163 0.0626
H 0.307835 -2.507872 5.087289 -0.005 -0.007 0.012 0.0628
H -0.475252 9.156626 1.730887 0.018 0.012 0.019 0.0581
H -3.324711 0.305959 -6.840435 -0.017 -0.003 -0.013 0.0059
H -4.575200 1.993316 3.292466 -0.034 0.021 -0.046 0.0655
H 6.062802 2.521911 3.169023 0.089 0.023 0.041 0.0361
H 1.585837 -1.315618 7.000504 -0.017 0.012 -0.011 0.0475
H -6.646974 -0.101692 2.809415 -0.401 0.294 -0.049 0.0405
H -9.807857 -3.257382 0.363671 0.015 -0.008 0.013 0.0515
H 2.095745 -0.064290 -1.697922 -0.138 0.076 -0.021 0.1174
H -0.454121 8.505899 4.065602 -0.019 0.005 -0.020 0.0575
H -4.349951 -0.032503 1.896950 0.050 -0.095 -0.147 0.1054
H -2.055162 1.312116 -6.110761 -0.006 0.029 0.006 0.0624
H 2.137650 -4.810370 -5.299099 0.022 -0.005 0.004 0.0669
H -3.239621 0.002293 -0.769793 0.001 0.069 0.132 0.1168
H 6.164195 6.309278 1.791125 -0.015 0.001 -0.022 0.0485
H -11.276262 -2.260220 0.345482 -0.014 0.001 0.040 0.0565
H 3.655044 6.257928 3.553357 0.016 0.044 0.014 0.0183
H 6.546118 0.807985 3.214957 -0.023 0.125 0.162 0.0859
H 10.365335 3.169622 -1.776941 0.007 -0.029 -0.010 0.0574
H 1.991285 -0.053477 2.054856 0.099 0.191 0.068 0.0392
H -2.326426 -2.423408 -5.207371 -0.022 -0.007 0.039 0.0063
H -1.010269 -0.486908 -1.855068 0.010 0.039 0.061 0.1312
H 2.655290 -7.334112 -4.996164 0.002 -0.008 -0.009 0.0483
H 1.250588 8.607957 3.580552 -0.007 0.040 -0.013 0.0509
H -0.909628 7.434911 1.752066 -0.016 -0.008 0.027 0.0505
H 5.624688 7.727849 2.714480 -0.023 0.001 0.010 0.0566
H 4.088562 0.879779 -1.513174 0.139 0.005 -0.007 0.1163
H 5.989041 1.671901 -0.263825 0.032 -0.047 0.382 -0.0013
H 10.452486 3.615503 -0.060442 0.028 -0.003 0.011 0.0505
H -3.092021 -1.182668 0.571580 0.111 0.321 -0.003 0.1060
H -3.918425 -5.024246 -5.560653 0.010 0.009 -0.034 0.0520
H 1.787928 -4.763011 -3.564449 -0.007 -0.028 -0.097 -0.0051
H 3.920331 0.756412 3.403588 0.053 0.034 0.018 0.0815
H -2.978704 -2.020328 -2.337732 -0.007 -0.128 0.116 0.0105
H 0.927391 0.553836 -0.559556 -0.083 -0.101 0.159 0.1298
H -2.525588 -2.963687 -0.894081 -0.264 -0.083 -0.186 0.1268
H 3.891352 -2.658449 -0.485835 0.083 0.242 0.056 0.1002
H -6.980171 1.455429 1.984742 -0.149 -0.116 0.041 0.1079
H -0.645505 -2.147288 -2.276514 0.071 0.133 -0.062 0.1172
H -6.438311 -1.327897 0.986756 0.100 -0.012 -0.089 0.0267



10
Properties=species:S:1:pos:R:3:forces:R:3:lowdin_charge:R:1 method="wB97M-V/def2-TZVPD" molar_mass_g_mol=97.08 energy_ev=-9672.6279 relative_energy_ev=4.826
O -0.675223 -0.456146 1.598381 2.182 1.341 1.909 0.0988
N -2.489999 -1.665758 -0.918671 0.132 0.146 0.006 0.1770
N -0.359686 2.028607 -0.944084 0.437 -1.023 0.806 0.1876
N 1.947758 -0.027053 -0.188293 -1.138 0.370 0.583 0.1519
C -0.957801 -0.038024 0.396075 -1.253 -1.133 -2.341 -0.3713
C -0.444178 1.075459 -0.272130 -0.901 1.600 -0.830 -0.2381
C -1.796463 -0.929392 -0.363398 0.191 0.413 0.405 -0.1449
H 0.075143 0.142679 1.904565 -1.086 -1.246 -0.070 0.1594
H 1.855211 0.307817 -1.141490 0.252 0.018 -0.324 -0.0028
H 2.845237 -0.438189 -0.070959 1.183 -0.487 -0.144 -0.0175



8
Properties=species:S:1:pos:R:3:forces:R:3:lowdin_charge:R:1 method="wB97M-V/def2-TZVPD" molar_mass_g_mol=94.48 smiles="C=[PH]=CCl" energy_ev=-23946.5177 relative_energy_ev=2.973
Cl -2.019277 -0.644573 -0.698658 -0.043 -0.212 -0.176 0.5191
P 0.233281 1.301488 0.373928 -1.352 -0.657 -0.151 0.7361
C 0.896544 -0.359221 0.506296 -2.436 3.170 -1.467 -0.3311
C -0.560965 0.206608 -0.987091 2.262 0.455 3.629 -0.8234
H -0.917073 1.319170 1.376252 1.312 -0.375 -1.300 -0.0425
H 1.858613 -0.577144 0.212986 1.970 -0.149 -0.986 -0.0163
H 0.112118 -0.131513 -1.735909 -0.056 -0.053 -1.036 -0.0106
H 0.396759 -1.114817 0.952195 -1.657 -2.179 1.486 -0.0312



33
Properties=species:S:1:pos:R:3:forces:R:3:lowdin_charge:R:1 method="wB97M-V/def2-TZVPD" molar_mass_g_mol=198.17 smiles=O.O.O.O.O.O.O.O.O.O.O energy_ev=-22879.1588 relative_energy_ev=2.355
O 0.031291 1.888709 -2.187237 -1.661 -1.194 0.606 -0.0644
O -1.580686 2.759781 0.140504 -0.019 1.286 1.513 -0.0396
O 0.276086 -2.514366 -0.606072 -2.271 -1.201 0.718 -0.0746
O 0.444497 0.171503 -0.025180 -1.388 -0.675 1.816 -0.0924
O 3.193586 0.503847 0.114602 -0.134 -0.315 -0.831 -0.0796
O 2.627679 -2.154687 0.736334 -0.175 -0.278 0.283 -0.0390
O 0.315123 -0.981807 -2.956850 -0.744 -1.069 -1.216 -0.0207
O -2.699245 -0.218601 0.354533 0.105 0.448 -0.344 -0.0230
O -0.985936 0.516856 2.692491 1.165 -0.549 -0.876 -0.0128
O -2.284923 -1.899150 -2.089630 -1.291 -0.710 -0.869 -0.0441
O 1.215665 2.432806 2.466974 0.343 0.434 0.105 -0.0377
H 0.934626 2.092647 -2.295849 1.574 0.334 -0.041 -0.0024
H 0.982466 -0.539449 -2.481464 1.076 1.151 0.915 -0.0108
H -1.639894 3.411200 0.873516 0.345 0.315 -1.054 0.0536
H -3.652491 -0.145146 0.375902 -0.396 0.019 -0.040 0.0641
H 0.392576 1.975709 2.332176 -0.364 -0.521 -0.067 -0.0374
H -1.563056 1.191065 2.994742 -1.004 0.769 0.595 0.0472
H 2.275147 0.544775 0.448937 0.177 0.346 -0.460 0.0063
H 0.211640 -0.726981 -0.341560 0.266 -0.028 -0.279 0.0130
H -0.401207 -3.061914 -0.118426 0.827 0.742 -1.090 0.0986
H -1.975736 2.061888 0.647469 -0.441 -1.609 -0.333 -0.0239
H 3.075902 0.287606 -0.840699 0.091 0.421 1.121 0.0575
H -2.714477 -1.709131 -1.263663 0.181 0.363 0.424 -0.0149
H -0.024915 1.163687 -1.505119 0.146 1.350 -0.723 0.0047
H -2.475559 -0.907448 0.969057 0.043 -0.427 0.481 0.0307
H -1.347116 -1.864463 -1.984497 1.069 0.378 0.187 -0.0396
H 2.647808 -1.258950 1.075803 -0.222 0.404 0.672 0.0244
H 1.077705 3.273297 2.021145 0.221 0.063 -0.120 0.0418
H 1.006728 -2.541688 0.003711 1.447 0.068 0.588 -0.0117
H 3.210319 -1.969365 0.007513 0.566 -0.504 -0.770 0.0450
H -1.262082 -0.311502 3.068998 -0.189 -0.313 0.471 0.0614
H -0.126199 0.185373 0.804568 0.941 0.620 -1.336 0.0551
H 0.814680 -1.656101 -3.432727 -0.282 -0.118 -0.047 0.0651



18
Properties=species:S:1:pos:R:3:forces:R:3:lowdin_charge:R:1 method="wB97M-V/def2-TZVPD" s_squared=0.75 molar_mass_g_mol=92.14 energy_ev=-8435.5837 total_charge=-1 relative_energy_ev=0.721 multiplicity=2
O -2.681387 0.541058 -0.207745 -0.242 0.155 -0.634 -0.1097
O 2.766311 -2.657474 -2.753288 0.188 -0.086 -0.096 -0.3818
C -1.706390 1.560142 -0.278763 1.867 0.499 0.991 -0.3453
C -0.416233 -0.002928 1.210023 -0.005 -0.261 -0.274 -0.3105
C 0.963690 -0.665766 1.510807 -1.509 1.799 -0.645 -0.1749
C -0.310223 0.957067 -0.002492 -1.204 -1.493 1.452 -0.2970
H -1.915700 2.316702 0.518318 0.125 -0.211 -0.673 0.1101
H 2.560937 -1.703626 -2.724052 -0.056 0.000 0.089 -0.0811
H 3.690422 -2.694778 -2.452030 -0.164 0.086 0.001 -0.0578
H -1.074402 -0.802565 0.882562 -0.179 -0.135 0.070 0.0819
H 0.421209 1.715928 0.288529 0.002 0.125 -0.764 0.0908
H -1.518861 2.040962 -1.240742 -1.095 0.165 -0.314 0.0869
H -0.022195 0.268050 -0.820052 0.267 0.991 -0.016 0.0827
H 1.373879 -0.679711 0.494408 0.536 -0.920 0.435 0.0326
H 0.781825 -1.616278 1.995825 0.587 -0.225 -0.021 0.0508
H 1.569776 0.036945 2.078326 0.265 -0.281 0.295 0.0491
H -3.517043 0.898466 -0.530040 0.088 -0.083 -0.008 0.0734
H -0.965607 0.487803 2.030407 0.530 -0.125 0.113 0.1001